Record 1
The following is a quantum chemistry calculation of a structure of composition C7H15Cl2N5O2OsP at a distorted geometry, from the Open Molecules 2025 dataset.

E = -2050.9510 Ha
Total charge = +3
<S²> = 6.036
LUMO energy (alpha / beta) = -0.486 / -0.583 Ha
Multiplicity = 5
Frontier orbital gap (alpha / beta) = 6.277 / 3.537 eV

CARTESIAN COORDINATES (ANGSTROEM)
C (0.9908, -4.0083, -1.3554)
C (0.6444, -2.6160, -0.8867)
H (0.2320, -4.8012, -1.3889)
H (1.7083, -4.2509, -0.4604)
H (1.5998, -3.8570, -2.3032)
O (-0.1522, -1.7267, -0.5994)
Cl (2.1664, -2.1115, -0.4414)
Os (-0.6666, 1.8517, 0.6546)
P (-0.1006, 1.0009, -1.8595)
C (-1.6813, 1.4720, -2.7462)
C (1.1850, 2.1956, -2.4798)
H (1.4473, -0.7207, -2.9723)
H (0.4197, 0.0800, -4.1976)
H (-0.2795, -1.2275, -3.2071)
C (0.4198, -0.3617, -3.1805)
H (2.1247, 1.9198, -1.9686)
H (1.3258, 2.1375, -3.5790)
H (-1.5035, 1.6952, -3.8168)
H (-2.0172, 2.3702, -2.1958)
H (0.8268, 3.1883, -2.1661)
H (-2.4076, 0.6391, -2.6401)
C (-2.3458, 1.2703, 0.6536)
O (-3.4862, 0.9485, 0.6448)
Cl (0.6260, 3.7637, 1.0438)
N (-1.7307, -1.6235, 4.6365)
N (-0.8687, -0.9409, 3.7705)
N (0.4583, -1.1645, 3.8419)
C (0.8916, -0.5647, 2.7242)
N (-0.1382, 0.0631, 2.0083)
N (-1.2624, -0.3994, 2.5980)
H (-2.6565, -1.2022, 4.5895)
H (-1.3454, -1.6721, 5.5868)
H (1.9411, -0.5811, 2.4349)

Results of the Löwdin charge analysis, in e, for atoms 1 through 8: -0.01, -0.71, 0.13, 0.13, 0.15, 0.15, 1.04, 1.19

Record 2
The following is a quantum chemistry calculation of a structure of composition C11H24Cl10O4 at a distorted geometry, from the Open Molecules 2025 dataset.

E = -5336.3075 Ha
Total charge = -1
<S²> = 0.752
LUMO energy (alpha / beta) = 0.066 / 0.066 Ha
Multiplicity = 2
Frontier orbital gap (alpha / beta) = 1.995 / 8.321 eV

CARTESIAN COORDINATES (ANGSTROEM)
C (3.3983, 0.7958, 6.5614)
Cl (3.6142, 1.6985, 8.0453)
Cl (2.5460, 1.6818, 5.2956)
Cl (5.0566, 0.4431, 6.1045)
Cl (2.5228, -0.6965, 7.0002)
C (-3.6778, -2.4302, -0.9591)
C (-4.3688, -2.9060, -2.2545)
O (-4.6523, -1.8113, -3.1294)
O (-4.5482, -1.4906, -0.2691)
H (-2.7983, -1.7868, -0.9833)
H (-3.5160, -3.2959, -0.3168)
H (-5.2669, -3.4383, -1.9413)
H (-3.6884, -3.5976, -2.7513)
H (-3.8056, -1.3726, -3.2405)
H (-5.1381, -1.0342, -0.8736)
C (0.4190, 0.5461, 2.0981)
C (-0.7856, -0.4317, 2.2530)
O (-1.3130, -0.7615, 0.9813)
O (1.3705, 0.0812, 1.1298)
H (0.9724, 0.5992, 3.0357)
H (0.0428, 1.5466, 1.8849)
H (-1.4769, -0.1130, 3.0332)
H (-0.3493, -1.3817, 2.5616)
H (-2.1156, -1.2454, 1.1893)
H (0.8146, -0.2416, 0.4168)
Cl (-3.4040, 3.5562, -2.1639)
C (-2.9496, 1.8494, -1.6544)
C (-1.5372, 1.4772, -2.0952)
Cl (-1.8781, 1.1019, -3.8108)
H (-3.6970, 1.0615, -1.7470)
H (-2.7591, 1.8364, -0.5813)
H (-1.2427, 0.5318, -1.6396)
H (-0.8406, 2.3153, -2.1143)
Cl (4.7753, 0.2262, 1.4215)
C (4.0483, 1.8849, 1.6367)
C (3.5912, 2.5902, 0.3621)
Cl (4.8498, 2.6408, -0.9873)
H (4.8413, 2.5052, 2.0543)
H (3.3583, 1.9135, 2.4800)
H (3.2967, 3.6210, 0.5594)
H (2.6620, 2.1245, 0.0337)
Cl (2.7107, 0.5779, -3.4420)
C (1.6921, -0.8128, -3.9734)
C (1.7189, -1.9871, -2.8716)
Cl (0.4583, -1.6956, -1.6029)
H (2.1283, -1.2561, -4.8686)
H (0.6600, -0.4977, -4.1268)
H (2.6881, -1.9755, -2.3728)
H (1.5724, -2.9465, -3.3678)

Results of the Löwdin charge analysis, in e, for atoms 1 through 8: -2.14, 0.35, 0.30, 0.35, 0.29, -0.21, -0.22, -0.07

Record 3
The following is a quantum chemistry calculation of a structure of composition C17H21FeNO4 at a distorted geometry, from the Open Molecules 2025 dataset.

E = -2279.6569 Ha
<S²> = 6.051
LUMO energy (alpha / beta) = 0.012 / -0.053 Ha
Multiplicity = 5
Frontier orbital gap (alpha / beta) = 7.929 / 7.216 eV

CARTESIAN COORDINATES (ANGSTROEM)
C (-5.0531, 0.3695, -0.0541)
C (-3.6695, 0.2221, 0.5976)
C (-3.7797, 0.1159, 2.1267)
C (-3.0503, -1.1043, 0.0493)
C (-1.4959, -1.1241, -0.1299)
O (-0.9834, -2.1316, -0.6819)
N (-0.7790, -0.0649, 0.3070)
C (-1.2620, 1.1825, 0.4565)
O (-0.5170, 2.1596, 0.6897)
C (-2.7823, 1.4583, 0.2783)
H (-4.9364, 0.4173, -1.1469)
H (-5.6809, -0.5028, 0.1801)
H (-5.5921, 1.2698, 0.2694)
H (-2.7756, 0.0125, 2.5616)
H (-4.2549, 1.0125, 2.5514)
H (-4.3822, -0.7590, 2.4083)
H (-3.3554, -1.9192, 0.7393)
H (-3.5322, -1.3575, -0.9201)
H (-2.9887, 1.8028, -0.7554)
H (-3.0634, 2.2995, 0.9466)
C (2.1375, 1.0881, 1.9925)
C (3.0792, 0.8285, 0.8454)
C (2.9872, 1.5834, -0.3656)
Fe (2.4386, -0.3122, -0.7940)
C (0.7086, 0.5015, -1.4018)
O (-0.1219, 0.9027, -2.1006)
C (1.4032, -1.3644, 0.6164)
O (1.1689, -1.8687, 1.6296)
C (3.6956, -0.2742, -2.4189)
C (2.5947, -1.1845, -2.6350)
C (2.6386, -2.1784, -1.6040)
C (3.7506, -1.8648, -0.7287)
C (4.4099, -0.7040, -1.2514)
H (2.4248, 1.9887, 2.5626)
H (1.1215, 1.2240, 1.5832)
H (2.1262, 0.2415, 2.7014)
H (4.0157, 0.3133, 1.1374)
H (2.1412, 2.2865, -0.4330)
H (3.8887, 1.9267, -0.8940)
H (4.0084, 0.4916, -3.1252)
H (1.9312, -1.2023, -3.5035)
H (1.9615, -3.0360, -1.5283)
H (4.0801, -2.4614, 0.1188)
H (5.3438, -0.2847, -0.8769)

Results of the Löwdin charge analysis, in e, for atoms 1 through 8: -0.07, -0.55, -0.06, -0.04, -0.45, -0.01, 0.08, -0.49

Record 4
The following is a quantum chemistry calculation of a structure of composition C13H10BrIrNO5, from the Open Molecules 2025 dataset.

E = -3610.0330 Ha
Total charge = +2
<S²> = 0.771
LUMO energy (alpha / beta) = -0.300 / -0.394 Ha
Multiplicity = 2
Frontier orbital gap (alpha / beta) = 8.160 / 5.590 eV

CARTESIAN COORDINATES (ANGSTROEM)
Ir (0.3776, 1.6671, 1.8531)
O (-3.1775, 0.1280, 2.3877)
C (-2.0241, 0.4005, 2.4652)
O (-1.4956, 1.6324, 2.3643)
C (-0.9435, -0.6235, 2.7226)
C (-1.1673, -1.9113, 3.1505)
C (-0.0709, -2.7348, 3.3767)
C (1.2115, -2.2459, 3.1627)
C (1.3785, -0.9488, 2.7233)
N (0.3064, -0.1686, 2.5182)
H (-2.1872, -2.2373, 3.3036)
H (-0.2164, -3.7507, 3.7189)
H (2.0841, -2.8587, 3.3372)
H (2.3517, -0.5118, 2.5463)
O (2.4349, 1.9523, 1.4218)
H (2.5530, 1.7105, 0.4600)
H (2.8683, 2.7989, 1.5993)
Br (1.2036, -0.2106, -6.0639)
C (0.1939, 0.1627, -4.6111)
C (-1.2224, 0.2124, -4.7317)
C (-1.9681, 0.5116, -3.6265)
C (-1.3328, 0.7592, -2.3947)
C (0.0713, 0.7028, -2.2707)
C (0.8411, 0.4115, -3.3632)
C (0.7652, 0.9804, -0.9622)
O (1.9804, 1.0258, -0.9077)
O (-0.0764, 1.1805, 0.0171)
H (-1.6849, 0.0174, -5.6899)
H (-3.0461, 0.5630, -3.6933)
H (-1.9284, 1.0061, -1.5255)
H (1.9201, 0.3790, -3.2877)

Results of the Löwdin charge analysis, in e, for atoms 1 through 8: 1.55, 0.19, -0.52, -0.17, -0.15, 0.06, 0.03, 0.01

Record 5
The following is a quantum chemistry calculation of a structure of composition C30H42F5FeO30 at a distorted geometry, from the Open Molecules 2025 dataset.

E = -5188.8383 Ha
<S²> = 8.756
LUMO energy (alpha / beta) = 0.014 / -0.032 Ha
Multiplicity = 6
Frontier orbital gap (alpha / beta) = 10.450 / 9.320 eV

CARTESIAN COORDINATES (ANGSTROEM)
Fe (5.3737, -2.3480, -3.8151)
C (7.5749, -0.2753, -6.3766)
C (6.7510, -1.0562, -5.4108)
O (5.4952, -1.1257, -5.5183)
O (7.2658, -1.5797, -4.3779)
H (7.0468, 0.6484, -6.6212)
H (7.7558, -0.8221, -7.3009)
H (8.5377, 0.0205, -5.9652)
C (5.6363, -6.2469, -4.6035)
C (5.7396, -4.7659, -4.4517)
O (5.0048, -3.9975, -5.1519)
O (6.4698, -4.2260, -3.5849)
H (4.6071, -6.5908, -4.5482)
H (6.2557, -6.7584, -3.8665)
H (6.0518, -6.5813, -5.5581)
C (1.7240, -2.4145, -2.1514)
C (3.0479, -2.4800, -2.8338)
O (3.2671, -1.9344, -3.9500)
O (4.0634, -3.0596, -2.3074)
H (1.2835, -3.4066, -2.2044)
H (1.1284, -1.6637, -2.6559)
H (1.9618, -2.1856, -1.1151)
C (2.8696, 0.0644, 0.8306)
C (3.0294, 1.3872, 1.5648)
O (2.1440, 2.2424, 0.9093)
C (1.6045, 1.6323, -0.1868)
O (0.9184, 2.1762, -0.9779)
O (2.1160, 0.3826, -0.3248)
F (4.3006, 1.8878, 1.4446)
H (2.2807, -0.6484, 1.4120)
H (3.8321, -0.3896, 0.6103)
H (2.7616, 1.3407, 2.6175)
C (1.9372, -5.0113, -5.5036)
C (0.8773, -5.0935, -6.5867)
O (0.2381, -3.8336, -6.4604)
C (0.3022, -3.4951, -5.1334)
O (-0.4024, -2.7145, -4.5838)
O (1.2507, -4.2223, -4.5282)
F (-0.0487, -6.0670, -6.3103)
H (2.7785, -4.4111, -5.8580)
H (2.2726, -5.9750, -5.1373)
H (1.2421, -5.1764, -7.6054)
C (5.6346, -5.4159, -0.6608)
C (4.3380, -5.8056, 0.0036)
O (4.5482, -5.4646, 1.3490)
C (5.8961, -5.3852, 1.5876)
O (6.3776, -5.2919, 2.6636)
O (6.5718, -5.4012, 0.4254)
F (4.1255, -7.1660, -0.1080)
H (5.5724, -4.4417, -1.1314)
H (5.9147, -6.1450, -1.4168)
H (3.4516, -5.2976, -0.3610)
C (-0.2820, 0.1466, -6.3805)
C (0.7578, 0.3014, -5.2877)
O (0.0849, 1.0444, -4.3066)
C (-1.0255, 1.6326, -4.8344)
O (-1.7145, 2.4162, -4.2790)
O (-1.2318, 1.1820, -6.0927)
F (1.8189, 1.0360, -5.7244)
H (-0.8143, -0.8025, -6.2817)
H (0.1065, 0.2582, -7.3878)
H (1.1098, -0.6359, -4.8663)
C (-2.2081, -0.9375, -2.1964)
C (-2.3389, -2.2141, -1.3659)
O (-2.0006, -1.8399, -0.0823)
C (-1.5724, -0.5322, -0.0742)
O (-1.2335, 0.0364, 0.9051)
O (-1.4717, -0.0676, -1.3305)
F (-1.4281, -3.1420, -1.8041)
H (-3.1485, -0.4888, -2.5081)
H (-1.5724, -1.1324, -3.0584)
H (-3.3330, -2.6457, -1.4773)
C (6.7346, -1.6902, 0.8536)
O (7.9086, -1.8067, 0.0354)
C (7.7155, -2.1357, -1.2408)
O (6.6288, -2.2833, -1.7362)
O (8.8506, -2.2952, -1.8923)
C (10.0370, -2.6299, -1.1719)
H (6.3832, -2.6703, 1.1699)
H (5.9623, -1.1543, 0.3103)
H (7.0785, -1.1208, 1.7128)
H (10.4180, -1.7803, -0.6102)
H (10.7805, -2.9215, -1.9092)
H (9.8541, -3.4915, -0.5311)
C (0.4722, -7.7624, 1.7493)
O (-0.0584, -7.9145, 0.4307)
C (0.1437, -6.9256, -0.4365)
O (0.6614, -5.8651, -0.2107)
O (-0.4357, -7.2715, -1.5869)
C (-0.4537, -6.2339, -2.5775)
H (0.9262, -8.7004, 2.0513)
H (-0.3623, -7.5764, 2.4292)
H (1.1555, -6.9255, 1.7848)
H (-0.8732, -5.3419, -2.1206)
H (-1.0809, -6.5757, -3.3961)
H (0.5337, -6.0283, -2.9803)
C (6.5928, 1.4215, -1.3919)
O (5.3303, 1.7567, -1.9772)
C (4.8395, 0.8760, -2.8531)
O (5.1965, -0.2767, -2.8987)
O (4.0289, 1.4228, -3.7266)
C (3.3790, 2.6759, -3.4200)
H (6.4694, 0.7377, -0.5523)
H (7.0303, 2.3372, -1.0110)
H (7.2226, 0.9316, -2.1347)
H (2.9288, 2.6711, -2.4338)
H (2.6020, 2.7769, -4.1696)
H (4.1023, 3.4761, -3.5623)

Results of the Löwdin charge analysis, in e, for atoms 1 through 8: 1.18, 0.02, -0.65, -0.03, -0.03, 0.09, 0.09, 0.08

- multiplicity of number 2 (C11H24Cl10O4)?
  2

- Number 3 is which compound?
  C17H21FeNO4

- Which formula does entry 3 have?
  C17H21FeNO4